The following is a DFT calculation (the ωB97M-V functional and the def2-TZVPD basis) of a molecular structure, C3H10N.

Values from the calculation:
* net charge: +1
* electronic energy: -4754.4303 eV
* 2S+1: 1

```
14
Properties=species:S:1:pos:R:3:forces:R:3
C 1.2459 -0.7226 0.1760 1.543 1.874 -1.545
C 0.1155 1.2437 -0.3332 2.631 2.149 0.851
C -1.3520 -0.6191 -0.0713 0.233 -0.604 -2.051
N -0.0386 -0.0378 0.3141 -1.830 -0.138 4.854
H 1.4783 -0.8976 -0.8967 -0.491 0.005 0.546
H 2.0064 0.0480 0.5007 -0.712 -1.283 -0.037
H 1.3267 -1.6042 0.7040 -0.032 -1.831 1.204
H 0.1544 1.2051 -1.3964 -0.606 -0.727 -0.917
H -0.6172 1.9000 0.0193 -1.229 1.046 0.193
H 1.1292 1.7233 -0.1186 -1.383 -0.751 0.246
H -1.3579 -1.0221 -1.1048 0.384 0.098 0.612
H -1.6326 -1.3559 0.6251 -0.235 -1.119 0.670
H -2.1014 0.1476 -0.0687 -0.159 0.607 0.244
H -0.3569 -0.0083 1.6505 1.887 0.675 -4.872
```
Forces are in eV/Å.

Atomic partial charges in e from the Mulliken method, atoms 1 to 5: C -0.81; C -0.89; C -0.86; N -0.29; H 0.36